Record 1
ORCA calculation (wB97M-V/def2-TZVPD) on C30H38BrCl5MgN5O3SSi as an isolated structure at a distorted geometry.

Last column: Mulliken charge in e.
Atoms and positions in Å:
Mg: -0.0948 -0.6500 1.0036  2.411
N: -3.6199 -2.8585 2.0559  -0.372
C: -3.2945 -1.5622 1.9641  0.352
S: -3.8764 -0.5714 0.7498  -0.356
N: -2.5499 -1.0995 3.0335  -1.657
N: -1.4416 -0.5172 2.7544  1.094
C: -0.7873 0.0778 3.7425  -1.160
C: 0.5105 0.6150 3.5070  1.055
C: 1.2525 1.2357 4.5357  -1.135
C: 2.5081 1.7163 4.2743  -0.268
C: 3.0545 1.5873 2.9910  -1.227
C: 2.2867 0.9679 2.0356  -0.084
N: 1.0513 0.5062 2.2696  0.345
H: -4.0315 -3.2758 1.2390  0.241
H: -3.0030 -3.4425 2.6003  0.279
H: -1.2120 0.0921 4.7390  0.271
H: 0.8179 1.3058 5.5239  0.472
H: 3.0831 2.1827 5.0652  0.400
H: 4.0508 1.9309 2.7551  0.459
H: 2.6715 0.7972 1.0358  0.379
Cl: 4.4243 -1.9964 -0.8282  -0.251
C: 3.5477 -2.5750 0.5480  -0.298
C: 4.1942 -3.1830 1.6650  -0.841
C: 3.9319 -3.6573 2.9191  1.315
Cl: 5.3782 -4.3149 3.7117  -0.351
C: 2.7180 -3.7904 3.7567  -0.132
C: 2.6651 -4.5224 4.9328  -0.852
C: 1.4937 -4.5230 5.6932  -0.756
C: 0.4069 -3.8004 5.2546  -0.637
N: 0.4045 -3.1088 4.1089  -0.230
C: 1.5168 -3.1157 3.3982  0.476
C: 1.6417 -2.4234 2.1593  0.022
O: 1.3734 -1.3729 -0.3449  -0.592
H: 5.2482 -3.2825 1.4211  0.366
H: 3.5274 -5.0794 5.2667  0.431
H: 1.4446 -5.0791 6.6200  0.375
H: -0.5156 -3.7637 5.8237  0.445
C: -2.1371 0.6948 -4.5649  -1.847
C: -2.2304 0.7014 -3.0282  2.899
C: -3.6837 1.0087 -2.6392  -2.171
C: -1.9254 -0.7139 -2.5067  -1.581
Si: -1.0363 1.9923 -2.2874  0.119
Br: -1.1078 1.6708 -0.0142  -0.417
C: 0.7972 1.7824 -2.8311  2.961
C: 1.2080 0.3122 -3.0183  -1.535
C: 1.0378 2.4888 -4.1780  -1.989
C: 1.7578 2.3616 -1.7802  -1.766
C: -1.6669 3.8134 -2.3940  2.290
C: -2.0369 4.1918 -3.8383  -1.747
C: -0.5983 4.7934 -1.8819  -2.115
C: -2.9130 4.0595 -1.5244  -1.856
H: -2.8743 -0.0158 -4.9533  0.530
H: -1.1609 0.3724 -4.9224  0.303
H: -2.3575 1.6679 -5.0091  0.292
H: -4.3133 0.1729 -2.9599  0.528
H: -4.0613 1.9096 -3.1264  0.418
H: -3.8076 1.1058 -1.5596  0.320
H: -2.6180 -1.4132 -2.9869  0.580
H: -2.0980 -0.8024 -1.4344  -0.378
H: -0.9150 -1.0576 -2.7239  0.263
H: 0.6877 -0.1701 -3.8433  0.260
H: 1.0690 -0.2863 -2.1221  -0.326
H: 2.2789 0.2860 -3.2485  0.611
H: 0.3611 2.1313 -4.9577  0.340
H: 2.0586 2.2666 -4.5072  0.541
H: 0.9460 3.5714 -4.1177  0.339
H: 1.7643 1.7401 -0.8857  0.069
H: 1.5204 3.3815 -1.4787  0.264
H: 2.7733 2.3571 -2.1910  0.559
H: -1.2034 4.0942 -4.5332  0.286
H: -2.3611 5.2386 -3.8576  0.531
H: -2.8661 3.5911 -4.2132  0.311
H: 0.3092 4.7921 -2.4817  0.343
H: -0.3242 4.5805 -0.8463  0.299
H: -1.0095 5.8083 -1.9117  0.594
H: -3.7900 3.5281 -1.8852  0.327
H: -3.1420 5.1308 -1.5522  0.555
H: -2.7581 3.7832 -0.4818  0.329
Cl: 0.8467 -3.9703 -1.6051  -0.189
C: 0.7725 -3.9788 0.1724  0.916
Cl: 1.8483 -2.4088 0.7455  -0.307
Cl: 1.4814 -5.4705 0.6653  -0.141
C: -0.7731 -3.6066 0.3947  -0.104
O: -1.4998 -4.5563 0.6159  -0.709
O: -1.0264 -2.3796 0.3078  -0.787

## Properties
Energy above the lowest of the compared OMol25 structures with the same formula, charge and spin: 1504.8 kJ/mol
Net charge: -1
Gap between HOMO and LUMO: 6.28 eV
HOMO level: -0.149 Ha

Record 2
ORCA calculation (wB97M-V/def2-TZVPD) on a 9-piece molecular cluster, C54H98N2O17S overall at a distorted geometry.

Last column: Mulliken charge in e.
Atoms and positions in Å:
C: 3.0486 4.1999 2.8541  -0.559
O: 3.4748 2.8867 3.1695  -0.431
C: 2.3811 2.0155 3.4151  0.148
C: 2.9158 0.6445 3.8034  -1.038
C: 3.1648 -0.2519 2.5585  0.702
C: 4.6233 -0.7274 2.4304  -1.324
C: 5.0174 -1.0017 0.9643  -0.246
C: 4.9430 -2.4943 0.5472  -1.302
C: 3.9231 -2.7855 -0.5656  0.584
C: 2.5839 -3.1031 0.0955  -0.176
C: 1.4872 -3.5624 -0.8659  -1.310
C: 1.1308 -2.5920 -1.9913  -0.804
C: 0.5758 -1.2737 -1.5213  0.490
C: 1.4298 -0.3265 -0.8831  -0.256
N: 1.0602 0.8533 -0.4650  0.527
C: -0.2579 1.1228 -0.6896  0.671
C: -0.7762 2.4015 -0.3065  -0.029
C: 0.1570 3.4481 0.2824  1.001
C: 0.9326 4.1234 -0.8805  -0.625
C: 2.3371 4.6116 -0.4903  -1.005
S: 3.5534 3.2596 -0.3386  -0.079
C: -2.1131 2.6993 -0.4770  -0.719
C: -2.9950 1.7410 -1.0456  -0.985
C: -2.4963 0.5214 -1.4392  -0.699
C: -1.1324 0.1931 -1.2813  -0.370
N: -0.6981 -1.0337 -1.7088  -0.540
H: 1.9717 4.3192 2.9796  0.299
H: 3.5937 4.9107 3.4786  0.362
H: 3.3198 4.4240 1.8169  -0.116
H: 1.7944 1.8910 2.4952  -0.405
H: 1.7569 2.4258 4.2177  0.546
H: 3.8587 0.7515 4.3393  0.517
H: 2.1870 0.1561 4.4504  0.277
H: 2.5136 -1.1249 2.6619  0.308
H: 2.8469 0.2734 1.6551  -0.432
H: 5.2701 0.0360 2.8672  0.571
H: 4.7680 -1.6283 3.0307  0.252
H: 4.4408 -0.3371 0.3177  -0.044
H: 6.0618 -0.6945 0.8789  0.557
H: 5.9417 -2.7684 0.2021  0.417
H: 4.7416 -3.1075 1.4267  0.548
H: 3.8866 -1.9785 -1.2844  -0.407
H: 4.2853 -3.6587 -1.1070  0.495
H: 2.2070 -2.2846 0.7167  -0.506
H: 2.7675 -3.9333 0.7838  0.666
H: 1.8615 -4.4709 -1.3504  0.432
H: 0.6030 -3.8832 -0.3112  0.442
H: 0.3431 -3.0648 -2.5803  0.363
H: 1.9559 -2.4282 -2.6897  0.261
H: 2.4675 -0.6034 -0.7317  0.401
H: 0.8830 3.0265 0.9737  -1.374
H: -0.4886 4.2060 0.7242  0.703
H: 1.0555 3.3986 -1.6863  0.316
H: 0.3720 4.9636 -1.2963  0.437
H: 2.3306 5.1985 0.4269  0.422
H: 2.7199 5.2634 -1.2758  0.525
H: 3.3382 2.6690 -1.5250  0.000
H: -2.4419 3.6830 -0.1666  0.438
H: -4.0313 2.0187 -1.1806  0.472
H: -3.2004 -0.1661 -1.8908  0.641
O: 1.2780 1.2327 7.3535  -0.542
C: 0.2766 1.8798 7.4836  0.810
O: -0.6533 1.8498 6.5077  -0.224
C: -1.9571 2.4322 6.6282  -0.491
C: -1.9442 3.9092 6.2960  -1.188
C: 0.0746 2.7968 8.6658  -1.190
H: -2.3803 2.2303 7.6132  0.540
H: -2.5791 1.9026 5.9074  0.364
H: -1.3160 4.4720 6.9868  0.292
H: -2.9539 4.3181 6.3371  0.398
H: -1.5422 4.0659 5.2947  0.289
H: 0.5869 3.7383 8.4728  0.275
H: 0.5168 2.3255 9.5402  0.336
H: -0.9679 2.9952 8.9035  0.378
O: -3.6682 -3.7945 6.5815  -0.580
C: -2.6711 -3.3136 6.1113  0.908
O: -2.6235 -1.9852 5.9368  -0.345
C: -1.4449 -1.2638 5.5563  0.168
C: -1.2540 -1.2604 4.0536  -0.681
C: -1.5222 -4.1705 5.6386  -1.221
H: -0.5683 -1.6392 6.0862  0.359
H: -1.6035 -0.2471 5.9010  -0.404
H: -1.1077 -2.2680 3.6625  0.311
H: -0.3880 -0.6554 3.7812  0.087
H: -2.1376 -0.8514 3.5622  0.346
H: -1.7441 -4.5347 4.6363  0.284
H: -1.4312 -5.0193 6.3121  0.353
H: -0.5606 -3.6625 5.6336  0.344
O: 4.8764 -2.4488 -3.2031  -0.505
C: 5.0985 -1.5214 -3.9403  0.540
O: 6.0248 -1.6422 -4.8951  -0.418
C: 6.2171 -0.6513 -5.9207  -0.189
C: 7.1126 0.4704 -5.4559  -0.761
C: 4.4049 -0.1894 -3.7450  -0.304
H: 5.2567 -0.2876 -6.2871  0.247
H: 6.6865 -1.1735 -6.7518  0.275
H: 6.6816 1.0061 -4.6155  0.216
H: 7.2829 1.1710 -6.2614  0.193
H: 8.0748 0.0712 -5.1241  0.327
H: 4.9319 0.3719 -2.9734  0.198
H: 3.3850 -0.3803 -3.4118  -0.113
H: 4.3381 0.4168 -4.6450  0.300
O: -6.1610 -1.4061 -1.0907  -0.553
C: -5.8371 -2.4549 -1.5841  0.800
O: -5.7945 -2.5709 -2.9234  -0.378
C: -5.2501 -3.7097 -3.5949  -0.415
C: -6.2691 -4.8215 -3.7330  -0.991
C: -5.5607 -3.6650 -0.7241  -0.909
H: -4.3341 -4.0436 -3.1059  0.350
H: -4.9622 -3.3514 -4.5820  0.340
H: -6.5937 -5.1928 -2.7610  0.277
H: -5.8509 -5.6552 -4.2980  0.355
H: -7.1563 -4.4566 -4.2509  0.294
H: -6.5035 -4.1442 -0.4669  0.224
H: -5.0763 -3.3357 0.1902  0.230
H: -4.8975 -4.3935 -1.1854  0.386
O: 6.9849 -0.4697 -9.8843  -0.552
C: 5.8330 -0.1822 -10.0515  0.766
O: 5.0271 -0.0678 -8.9774  -0.245
C: 3.6944 0.4438 -9.0336  -0.394
C: 2.6946 -0.6298 -9.4100  -1.140
C: 5.2481 -0.0283 -11.4363  -1.103
H: 3.6413 1.3114 -9.6941  0.406
H: 3.4815 0.8047 -8.0276  0.332
H: 2.8877 -1.0287 -10.4060  0.291
H: 1.6797 -0.2318 -9.3894  0.383
H: 2.7585 -1.4642 -8.7114  0.315
H: 4.9930 -1.0141 -11.8226  0.267
H: 6.0052 0.4178 -12.0767  0.333
H: 4.3721 0.6147 -11.4829  0.345
O: -7.9023 1.0278 6.9722  -0.602
C: -7.8353 -0.0819 7.4331  0.775
O: -6.8807 -0.9153 6.9970  -0.352
C: -6.6048 -2.1874 7.6063  -0.109
C: -7.5137 -3.2723 7.0699  -0.795
C: -8.8551 -0.5783 8.4332  -0.977
H: -6.6441 -2.1070 8.6943  0.351
H: -5.5731 -2.4201 7.3494  0.057
H: -8.5629 -3.0688 7.2922  0.330
H: -7.2503 -4.2372 7.5025  0.379
H: -7.4220 -3.3373 5.9851  0.074
H: -9.7379 -0.9220 7.8961  0.231
H: -9.1332 0.2536 9.0762  0.313
H: -8.4944 -1.3744 9.0793  0.348
O: -6.8409 -3.8386 2.1800  -0.570
C: -7.4979 -2.8676 2.4495  0.777
O: -8.6217 -3.0247 3.1723  -0.385
C: -9.3725 -1.9255 3.6934  -0.232
C: -10.3454 -1.3745 2.6717  -1.207
C: -7.1346 -1.5015 1.9227  -0.823
H: -8.7069 -1.1583 4.0904  0.320
H: -9.9225 -2.3288 4.5425  0.356
H: -9.8288 -0.9774 1.7978  0.276
H: -10.9466 -0.5766 3.1087  0.379
H: -11.0110 -2.1639 2.3209  0.316
H: -7.5109 -1.4005 0.9072  0.165
H: -6.0511 -1.4198 1.9027  0.269
H: -7.4997 -0.6766 2.5309  0.358
O: 5.8142 2.8531 -5.8645  -0.462
C: 5.9799 3.7875 -6.6011  0.859
O: 6.8963 3.6804 -7.5798  -0.359
C: 7.0609 4.6473 -8.6206  -0.439
C: 7.9560 5.7902 -8.1902  -1.024
C: 5.2510 5.0957 -6.4019  -1.262
H: 6.0909 4.9925 -8.9829  0.360
H: 7.5262 4.1072 -9.4436  0.337
H: 7.5292 6.3436 -7.3535  0.278
H: 8.1143 6.4836 -9.0164  0.368
H: 8.9227 5.4075 -7.8631  0.313
H: 5.7749 5.6791 -5.6459  0.288
H: 4.2476 4.8745 -6.0456  0.323
H: 5.1444 5.6903 -7.3062  0.393

## Properties
Gap between HOMO and LUMO: 8.62 eV
SMILES: COCCCCCCCCCCc1cnc2c(CCCS)cccc2n1.CCOC(C)=O.CCOC(C)=O.CCOC(C)=O.CCOC(C)=O.CCOC(C)=O.CCOC(C)=O.CCOC(C)=O.CCOC(C)=O
HOMO level: -0.311 Ha

Record 3
ORCA calculation (wB97M-V/def2-TZVPD) on a 2-piece molecular cluster, C5H11N overall at a distorted geometry.

Last column: natural (NBO) charge in e.
Atoms and positions in Å:
C: 0.8080 2.0320 -0.4136  -0.473
C: -1.6117 -0.4058 1.3589  -0.325
C: -0.5039 -0.8860 0.6263  -0.061
C: 0.6959 -1.4495 1.1697  -0.456
C: -0.6891 -0.9590 -0.9099  -0.673
N: 1.2012 1.5481 -1.7306  -0.526
H: 1.6071 2.4175 0.3343  0.196
H: 0.7609 1.0034 -0.3323  0.312
H: -1.3103 0.1800 2.2923  0.210
H: -2.5809 -0.2873 0.9401  0.203
H: 1.3143 -2.2076 0.5613  0.212
H: 0.5046 -1.6223 2.1750  0.185
H: -1.5409 -1.6729 -1.0561  0.224
H: 0.2693 -1.2514 -1.4193  0.221
H: -0.9620 -0.0661 -1.4937  0.234
H: 2.0765 0.9800 -1.6220  0.314
H: -0.0390 2.6470 -0.4804  0.203

## Properties
Energy above the lowest of the compared OMol25 structures with the same formula, charge and spin: 848.1 kJ/mol
Gap between HOMO and LUMO: 3.50 eV
HOMO level: -0.227 Ha

Record 4
ORCA calculation (wB97M-V/def2-TZVPD) on a 2-piece molecular cluster, C6H14N2O4S overall at a distorted geometry.

Last column: natural (NBO) charge in e.
Atoms and positions in Å:
C: -0.2594 -0.6644 2.9188  -0.152
C: 0.6484 -1.0932 1.7390  0.781
C: -1.5756 -0.2189 2.2856  -0.605
C: -0.9364 0.6603 -1.6868  -0.195
C: -0.3035 -0.6721 -1.3921  0.803
C: 0.1253 1.7263 -1.3979  -0.532
H: 0.9791 0.0508 4.3138  0.358
H: 0.6471 1.0754 3.1928  0.357
H: -0.4334 -1.5278 3.5243  0.215
H: -2.2883 0.1693 3.0449  0.229
H: -1.3993 0.5590 1.5926  0.203
H: -2.0491 -1.0372 1.7819  0.216
H: 2.3178 -0.7771 0.9264  0.512
H: -2.2636 0.2477 -0.2800  0.325
H: -2.8424 0.4850 -1.4304  0.340
H: -1.1901 0.6450 -2.7040  0.225
H: -0.3052 2.7047 -1.1839  0.244
H: 0.5570 1.4955 -0.4704  0.215
H: 1.7212 0.5750 -2.5359  0.128
H: -1.0368 -2.3218 -0.9810  0.499
N: 0.2964 0.3735 3.7483  -0.798
N: -2.2243 0.8286 -0.8957  -0.745
O: 0.3159 -1.7723 0.8042  -0.622
O: 1.8439 -0.4788 1.7559  -0.692
O: 0.8674 -0.8344 -1.0920  -0.588
O: -1.3240 -1.6055 -1.4694  -0.695
S: 1.3289 1.7713 -2.7218  -0.022

## Properties
Energy above the lowest of the compared OMol25 structures with the same formula, charge and spin: 258.5 kJ/mol
Gap between HOMO and LUMO: 9.66 eV
SMILES: N[C@@H](CS)C(=O)O.C[C@H](N)C(=O)O
HOMO level: -0.333 Ha

Record 5
ORCA calculation (wB97M-V/def2-TZVPD) on a 5-piece molecular cluster, C34H60NO17 overall at a distorted geometry.

Last column: Mulliken charge in e.
Atoms and positions in Å:
C: -1.2587 -0.5252 8.7190  -0.916
C: -2.7037 0.0518 8.3844  -0.206
O: -2.6347 0.8975 7.2273  -0.325
C: -3.9019 1.0187 6.5684  -0.660
C: -3.5996 0.8891 5.0103  -0.143
O: -4.6793 0.1429 4.4268  -0.339
C: -4.4417 -0.1093 3.0381  -0.700
C: -3.3040 -1.1755 2.8184  0.563
C: -3.2223 -2.2358 3.8351  -0.467
C: -2.1651 -3.2678 3.7271  -0.334
C: -1.2586 -3.1819 2.5760  -0.059
C: -0.0717 -4.1575 2.2859  -1.123
C: 1.2439 -3.2368 2.7598  0.377
C: 1.1090 -2.6012 4.2375  -0.401
O: 2.0317 -3.7788 3.8664  -0.442
C: -1.4680 -2.1085 1.6259  -0.109
N: -2.4346 -1.1244 1.7343  0.467
C: -2.5053 -0.0922 0.6783  -1.215
C: -1.3066 0.9107 0.6583  -0.353
O: -0.0224 0.2937 0.4565  -0.104
C: 0.8153 1.0509 -0.3732  0.344
O: 0.6057 1.2773 -1.5308  -0.451
C: 2.1450 1.5729 0.2985  -0.419
C: 3.2463 0.4282 0.4004  -0.689
H: -1.3232 -1.5490 9.1794  0.308
H: -0.7021 -0.5910 7.7379  0.191
H: -0.6989 0.1321 9.4317  0.270
H: -3.3715 -0.8430 8.2374  0.287
H: -3.0335 0.6668 9.2691  0.251
H: -4.6462 0.2396 6.8948  0.355
H: -4.3507 2.0254 6.8090  0.285
H: -3.4985 1.9087 4.5365  0.236
H: -2.6005 0.3738 4.9051  0.233
H: -5.4043 -0.5613 2.6580  0.278
H: -4.2373 0.8812 2.5562  0.362
H: -3.9356 -2.2972 4.6915  0.451
H: -2.0474 -4.1000 4.4556  0.497
H: -0.0620 -5.0570 2.9446  0.371
H: 0.0749 -4.3629 1.1992  0.369
H: 1.7643 -2.5987 1.9528  0.182
H: 1.6536 -1.6349 4.3495  0.288
H: 0.3600 -3.0137 4.9477  0.251
H: -0.7920 -2.0319 0.7343  0.525
H: -2.5054 -0.6315 -0.3124  0.314
H: -3.4661 0.4930 0.6837  0.470
H: -1.2601 1.5809 1.5660  0.183
H: -1.4811 1.6066 -0.2172  0.494
H: 1.8603 1.8379 1.3540  0.283
H: 2.5607 2.4645 -0.2252  0.354
H: 3.8976 0.4585 -0.5105  0.161
H: 3.9339 0.6090 1.2767  0.359
H: 2.8069 -0.5921 0.5638  0.076
C: -5.7996 3.2092 -3.5713  -0.995
C: -5.5907 2.3190 -4.7798  -0.194
O: -4.2298 2.3719 -5.2293  -0.381
C: -3.3590 1.6517 -4.5195  0.807
O: -3.6157 0.9669 -3.5564  -0.581
O: -2.1423 1.8383 -5.0424  -0.376
C: -1.0974 1.1912 -4.3177  -0.496
H: -5.4593 4.2257 -3.7801  0.292
H: -6.8535 3.2384 -3.2907  0.405
H: -5.2262 2.8518 -2.7138  0.180
H: -6.2052 2.6771 -5.6063  0.313
H: -5.8910 1.2887 -4.5780  0.291
H: -1.3099 0.1306 -4.1782  0.272
H: -0.9539 1.6829 -3.3564  0.244
H: -0.1799 1.2866 -4.8962  0.244
C: 3.5813 -0.2836 -3.8331  -1.129
C: 4.2749 -1.4368 -3.1339  -0.148
O: 4.6653 -2.4466 -4.0699  -0.309
C: 5.7717 -2.1815 -4.7785  0.754
O: 6.4513 -1.1925 -4.6888  -0.555
O: 5.9753 -3.1987 -5.6235  -0.329
C: 7.0787 -3.0068 -6.5109  -0.745
H: 2.7488 -0.6480 -4.4390  0.308
H: 3.2026 0.4377 -3.1060  0.248
H: 4.2635 0.2355 -4.5079  0.344
H: 3.5793 -1.9099 -2.4381  0.293
H: 5.1345 -1.0972 -2.5512  0.366
H: 7.9890 -2.7611 -5.9635  0.327
H: 6.8428 -2.2245 -7.2332  0.332
H: 7.2381 -3.9403 -7.0482  0.249
C: -3.6697 10.1380 -2.6890  -1.106
C: -4.5177 9.6836 -1.5179  -0.158
O: -4.7012 8.2600 -1.5335  -0.357
C: -3.6673 7.5415 -1.0914  0.708
O: -2.6211 7.9738 -0.6811  -0.548
O: -3.9852 6.2417 -1.2063  -0.290
C: -2.9283 5.3557 -0.8517  -0.631
H: -4.0885 9.7737 -3.6295  0.295
H: -3.6127 11.2268 -2.7236  0.360
H: -2.6548 9.7433 -2.6178  0.312
H: -5.5119 10.1250 -1.5957  0.288
H: -4.0946 10.0069 -0.5646  0.311
H: -2.5371 5.5808 0.1416  0.334
H: -2.1338 5.4091 -1.5977  0.339
H: -3.3288 4.3419 -0.8445  0.141
C: 6.8765 -5.5912 -3.4238  -0.917
C: 5.6926 -5.0981 -2.6157  0.037
O: 5.2243 -6.1151 -1.7173  -0.404
C: 5.9471 -6.2775 -0.6040  0.711
O: 6.9277 -5.6503 -0.2945  -0.544
O: 5.4034 -7.2789 0.1017  -0.350
C: 6.1324 -7.6215 1.2802  -0.635
H: 6.6315 -6.5276 -3.9296  0.300
H: 7.1691 -4.8514 -4.1686  0.122
H: 7.7362 -5.7910 -2.7817  0.331
H: 4.8645 -4.8700 -3.2865  0.282
H: 5.9294 -4.1808 -2.0715  0.243
H: 6.3063 -6.7464 1.9069  0.296
H: 7.0780 -8.0923 1.0087  0.295
H: 5.5357 -8.3379 1.8427  0.226

## Properties
Net charge: +1
Gap between HOMO and LUMO: 7.91 eV
HOMO level: -0.446 Ha